Molecular formula: CH3O2S
Method: DFT, wB97M-V/def2-TZVPD

Each atom is followed by the atoms it is bonded to, with distances in Å.
Atoms and positions in Å:
1 S 1.575 0.035 0.043  O2 1.481, O3 1.496, C4 1.709
2 O 2.374 1.282 0.017  S1 1.481
3 O 2.432 -1.182 -0.110  S1 1.496
4 C 0.234 -0.175 1.080  S1 1.709, H5 1.022, H7 1.045
5 H -0.370 0.634 1.233  C4 1.022
6 H -0.511 0.956 -1.692  no bonds
7 H -0.170 -1.097 0.798  C4 1.045

## Properties
HOMO (spin up / spin down) (eV): -2.10 / -3.91
Relative energy (zero: lowest compared OMol25 entry of this formula, charge and spin) (kcal/mol): 137.0
M (g mol⁻¹): 79.1
DFT total energy (Ha): -588.42432
Charge: -1
2S+1: 1

---

Molecular formula: C5H14
Method: DFT, wB97M-V/def2-TZVPD

Each atom is followed by the atoms it is bonded to, with distances in Å.
Atoms and positions in Å:
1 C -2.174 -0.573 -0.049  C4 1.469, H16 1.211, H17 1.045, H18 1.110
2 C 1.723 0.407 0.036  C3 1.606, C5 1.417, H6 1.048, H13 1.131
3 C 0.708 1.641 -0.129  C2 1.606, H7 1.084, H9 1.060, H15 1.102
4 C -1.870 -1.177 -1.354  C1 1.469, H8 1.124, H12 0.979, H14 1.180
5 C 1.939 -0.067 1.354  C2 1.417, H10 1.082, H11 1.089, H19 1.054
6 H 2.633 0.567 -0.460  C2 1.048
7 H 1.244 2.565 0.054  C3 1.084
8 H -0.867 -1.656 -1.188  C4 1.124
9 H 0.318 1.661 -1.114  C3 1.060
10 H 1.070 -0.302 1.954  C5 1.082
11 H 2.662 -0.877 1.429  C5 1.089
12 H -1.841 -0.709 -2.213  C4 0.979
13 H 1.158 -0.424 -0.484  C2 1.131
14 H -2.516 -2.159 -1.463  C4 1.180
15 H -0.084 1.598 0.637  C3 1.102
16 H -1.161 -0.076 0.391  C1 1.211
17 H -2.440 -1.242 0.708  C1 1.045
18 H -2.984 0.185 -0.027  C1 1.110
19 H 2.483 0.637 1.919  C5 1.054

## Properties
HOMO (eV): -10.74
Relative energy (zero: lowest compared OMol25 entry of this formula, charge and spin) (kcal/mol): 34.7
M (g mol⁻¹): 74.2
DFT total energy (Ha): -198.83384
SMILES string: CCC.CC
2S+1: 1

---

Molecular formula: C3H5ClN2O
Method: DFT, wB97M-V/def2-TZVPD

Each atom is followed by the atoms it is bonded to, with distances in Å.
Atoms and positions in Å:
1 Cl -2.015 3.977 -0.056  N3 1.716
2 O 0.285 2.621 1.206  C6 1.337
3 N -0.606 3.066 -0.415  Cl1 1.716, N4 1.276
4 N -0.811 1.874 -0.820  N3 1.276, C7 1.244
5 C -0.405 -0.473 -0.867  C7 1.486, H8 1.051, H11 1.111, H12 1.018
6 C 0.351 1.293 1.071  O2 1.337, C7 1.543, H9 1.064, H10 1.115
7 C -0.316 0.881 -0.258  N4 1.244, C5 1.486, C6 1.543
8 H 0.305 -1.166 -0.521  C5 1.051
9 H 1.382 1.030 1.099  C6 1.064
10 H -0.065 0.859 2.010  C6 1.115
11 H -0.356 -0.322 -1.967  C5 1.111
12 H -1.314 -0.881 -0.658  C5 1.018

## Properties
HOMO (spin up / spin down) (eV): -9.17 / -9.17
Relative energy (zero: lowest compared OMol25 entry of this formula, charge and spin) (kcal/mol): 118.7
M (g mol⁻¹): 120.5
DFT total energy (Ha): -762.08799
2S+1: 1

---

Q: What is the DFT total energy in the second record?
A: -198.83384 Ha